# 1
Density functional theory data (ωB97M-V/def2-TZVPD) for BCsH4 as an isolated structure.

## Properties
relative energy (zero: lowest compared OMol25 entry of this formula, charge and spin): 176.5 kJ/mol
frontier orbital gap: 6.881 eV

CARTESIAN COORDINATES (ANGSTROEM)
Cs -1.993 1.816 1.732
B 0.394 -0.368 -0.336
H 0.199 -1.370 0.014
H 1.452 -0.169 -0.265
H 0.087 -0.293 -1.368
H -0.140 0.384 0.223

# 2
Density functional theory data (ωB97M-V/def2-TZVPD) for a 12-piece molecular cluster, C24H72O19 overall.

## Properties
relative energy (zero: lowest compared OMol25 entry of this formula, charge and spin): 290.2 kJ/mol
frontier orbital gap: 9.744 eV
SMILES: OCCO.OCCO.OCCO.OCCO.OCCO.OCCO.OCCO.CCO.CCO.CCO.CCO.CCO

CARTESIAN COORDINATES (ANGSTROEM)
O -2.066 -18.648 -1.507
C -3.205 -19.459 -1.706
C -3.351 -19.824 -3.181
O -2.385 -20.751 -3.594
H -1.861 -18.711 -0.572
H -3.318 -20.358 -1.099
H -4.125 -18.921 -1.479
H -3.304 -18.938 -3.814
H -4.368 -20.148 -3.401
H -1.521 -20.346 -3.489
O -8.472 -24.865 -4.861
C -7.060 -24.725 -4.872
C -6.509 -23.535 -5.636
O -6.933 -23.533 -6.979
H -8.777 -25.683 -4.461
H -6.685 -24.812 -3.853
H -6.751 -25.660 -5.341
H -5.425 -23.620 -5.564
H -6.784 -22.678 -5.021
H -7.889 -23.450 -7.001
O -9.334 -12.749 -5.890
C -8.093 -13.315 -6.211
C -7.763 -14.399 -5.174
O -7.340 -13.931 -3.936
H -9.346 -11.891 -6.320
H -8.069 -13.810 -7.181
H -7.348 -12.520 -6.245
H -6.915 -15.002 -5.499
H -8.649 -15.028 -5.088
H -6.425 -13.645 -3.992
O -8.005 -21.025 -1.721
C -8.869 -21.546 -2.737
C -9.735 -22.769 -2.263
O -10.626 -22.349 -1.263
H -7.150 -21.458 -1.667
H -9.454 -20.688 -3.068
H -8.246 -21.858 -3.575
H -9.020 -23.538 -1.971
H -10.333 -23.042 -3.132
H -10.154 -21.955 -0.525
O -10.123 -17.337 -2.327
C -9.080 -17.995 -1.560
C -8.218 -16.801 -1.042
O -7.417 -16.242 -2.055
H -10.619 -16.797 -1.706
H -9.509 -18.521 -0.708
H -8.480 -18.757 -2.059
H -7.598 -17.249 -0.265
H -8.913 -16.094 -0.590
H -7.980 -15.823 -2.710
O -1.347 -18.518 -7.686
C -1.879 -19.315 -6.608
C -3.423 -19.388 -6.692
O -4.053 -18.146 -6.554
H -1.760 -18.815 -8.501
H -1.328 -20.255 -6.615
H -1.561 -18.788 -5.709
H -3.719 -20.168 -5.991
H -3.660 -19.956 -7.591
H -3.827 -17.572 -7.290
O -3.939 -13.999 -7.699
C -5.057 -14.785 -8.081
C -4.717 -15.640 -9.356
O -3.785 -16.701 -8.997
H -3.109 -14.477 -7.770
H -5.199 -15.468 -7.244
H -5.930 -14.164 -8.282
H -4.260 -15.033 -10.137
H -5.631 -16.112 -9.718
H -3.513 -17.155 -9.798
C -11.066 -18.988 -7.742
C -10.270 -17.831 -8.264
O -10.535 -17.485 -9.620
H -12.081 -18.596 -7.689
H -10.775 -19.311 -6.742
H -10.998 -19.921 -8.303
H -9.236 -18.173 -8.210
H -10.392 -16.920 -7.679
H -11.294 -16.898 -9.609
C -6.153 -19.829 -9.961
C -7.082 -18.688 -10.030
O -8.337 -19.207 -10.442
H -5.992 -20.309 -10.927
H -6.471 -20.658 -9.328
H -5.190 -19.506 -9.566
H -6.603 -18.071 -10.790
H -7.066 -18.143 -9.086
H -8.965 -18.521 -10.205
C -12.708 -20.549 -4.600
C -12.345 -19.403 -3.714
O -11.552 -18.519 -4.441
H -13.120 -21.392 -4.046
H -11.826 -20.854 -5.164
H -13.392 -20.239 -5.390
H -11.765 -19.874 -2.921
H -13.249 -18.830 -3.508
H -11.092 -17.897 -3.873
C -7.177 -19.405 -5.433
C -7.395 -17.945 -5.358
O -6.966 -17.331 -6.523
H -7.537 -19.739 -6.406
H -7.689 -20.008 -4.682
H -6.124 -19.685 -5.391
H -6.724 -17.600 -4.571
H -8.396 -17.645 -5.049
H -6.040 -17.576 -6.598
C -2.750 -16.129 -3.616
C -3.872 -15.923 -2.600
O -4.838 -15.059 -3.086
H -2.338 -15.140 -3.818
H -3.070 -16.659 -4.513
H -2.040 -16.805 -3.139
H -3.595 -15.445 -1.660
H -4.468 -16.824 -2.451
H -5.607 -15.583 -2.850

# 3
Density functional theory data (ωB97M-V/def2-TZVPD) for a 6-piece molecular cluster, C36H61BrF3IN3O25P3S overall.

## Properties
relative energy (zero: lowest compared OMol25 entry of this formula, charge and spin): 0.0 kJ/mol
frontier orbital gap: 7.408 eV

CARTESIAN COORDINATES (ANGSTROEM)
C 1.789 -1.701 1.895
C 0.278 -2.036 1.715
O 0.031 -3.076 2.677
C -0.036 -2.497 0.255
C -0.999 -1.580 -0.586
C -0.952 -2.198 -2.020
O 0.355 -2.563 -2.497
C 0.565 -3.925 -2.595
C -0.122 -4.807 -3.399
C 0.154 -6.167 -3.465
C 1.207 -6.653 -2.708
C 1.928 -5.790 -1.899
C 1.614 -4.446 -1.837
C -0.422 -0.127 -0.529
C 0.987 0.002 -1.162
C 1.607 1.404 -0.878
O 2.288 1.445 0.365
C 3.604 0.968 0.269
C 4.427 1.439 1.502
F 3.668 2.268 2.256
F 4.806 0.427 2.291
F 5.491 2.171 1.122
N -1.375 0.924 -1.013
P -1.201 1.421 -2.701
C -1.288 3.285 -2.589
O -2.520 1.056 -3.610
C -2.630 0.767 -0.539
N -3.662 1.425 -0.986
P -5.347 1.114 -0.428
O -6.193 0.890 -1.811
I -6.118 3.231 0.529
N -2.824 -0.219 0.470
S -2.751 0.387 2.011
C -2.446 -0.682 3.415
O -1.759 1.452 2.051
O -4.008 1.035 2.316
C -2.467 -1.550 -0.022
C -3.581 -1.805 -1.110
O -4.607 -2.442 -0.757
O -3.522 -1.278 -2.247
P -2.807 -2.996 1.193
O -4.262 -2.663 1.876
Br -2.916 -4.893 -0.045
H 1.893 -0.637 1.627
H 2.435 -2.353 1.299
H 1.983 -1.762 2.971
H -0.257 -1.139 2.056
H -0.377 -3.833 2.242
H -0.330 -3.557 0.186
H 0.956 -2.505 -0.206
H -1.309 -1.417 -2.702
H -1.588 -3.089 -2.083
H -0.937 -4.424 -4.021
H -0.452 -6.809 -4.099
H 1.435 -7.716 -2.784
H 2.771 -6.149 -1.311
H 2.231 -3.811 -1.203
H -0.233 0.183 0.512
H 1.690 -0.691 -0.686
H 1.004 -0.238 -2.227
H 0.865 2.206 -0.964
H 2.348 1.567 -1.679
H 3.582 -0.134 0.310
H 4.148 1.325 -0.617
H -2.324 3.580 -2.828
H -0.997 3.592 -1.579
H -0.658 3.717 -3.370
H -2.170 0.679 -4.428
H -3.565 2.132 -1.711
H -6.548 1.746 -2.115
H -1.835 -1.580 3.262
H -3.415 -1.002 3.814
H -1.989 -0.041 4.179
H -4.963 -3.156 1.419
C 0.951 -2.208 -5.833
O 0.949 -0.875 -6.357
C 2.108 -0.233 -6.227
O 3.109 -0.671 -5.724
O 1.966 0.988 -6.752
C 3.141 1.795 -6.680
H -0.040 -2.626 -5.994
H 1.677 -2.828 -6.357
H 1.151 -2.204 -4.764
H 3.957 1.337 -7.237
H 3.432 1.960 -5.644
H 2.901 2.753 -7.135
C 4.774 2.481 4.939
O 4.748 2.213 6.343
C 3.620 2.585 6.945
O 2.668 3.105 6.419
O 3.724 2.281 8.240
C 2.577 2.626 9.016
H 5.731 2.137 4.554
H 3.984 1.938 4.434
H 4.687 3.548 4.750
H 1.698 2.087 8.665
H 2.402 3.700 8.988
H 2.784 2.330 10.042
C 1.068 -10.105 1.078
O 1.329 -9.725 2.429
C 1.371 -8.407 2.627
O 1.212 -7.562 1.786
O 1.619 -8.188 3.918
C 1.691 -6.806 4.274
H 1.058 -11.191 1.046
H 0.096 -9.735 0.755
H 1.854 -9.741 0.417
H 0.744 -6.307 4.076
H 2.501 -6.312 3.739
H 1.896 -6.760 5.340
C 3.226 5.871 4.219
O 3.212 7.207 3.711
C 4.375 7.846 3.827
O 5.384 7.398 4.305
O 4.227 9.072 3.320
C 5.406 9.875 3.379
H 2.233 5.454 4.071
H 3.942 5.259 3.674
H 3.447 5.865 5.285
H 6.211 9.420 2.802
H 5.716 10.027 4.412
H 5.160 10.838 2.940
C -7.186 6.572 -5.031
O -7.123 5.381 -4.244
C -7.919 4.401 -4.674
O -8.647 4.448 -5.627
O -7.765 3.356 -3.856
C -8.567 2.219 -4.201
H -6.500 7.287 -4.584
H -6.871 6.374 -6.054
H -8.191 6.991 -5.015
H -8.303 1.850 -5.191
H -9.625 2.468 -4.154
H -8.358 1.440 -3.471

# 4
Density functional theory data (ωB97M-V/def2-TZVPD) for C28H70N8O7SiSr as an isolated structure.

## Properties
frontier orbital gap: 9.900 eV
charge: +2

CARTESIAN COORDINATES (ANGSTROEM)
Sr 0.065 0.847 -0.306
N -1.083 -0.319 -2.567
C -0.232 -0.777 -3.669
C 1.222 -0.937 -3.232
N 1.818 0.246 -2.598
C 1.777 1.392 -3.532
C 0.765 2.477 -3.217
N 0.820 2.880 -1.839
C 3.166 -0.074 -2.180
C 3.435 -0.423 -0.694
N 2.765 0.524 0.203
H -1.296 -1.108 -1.957
H -2.008 -0.087 -2.885
H -0.353 -0.024 -4.469
H -0.646 -1.755 -4.025
H 1.815 -1.279 -4.068
H 1.253 -1.706 -2.448
H 1.572 0.945 -4.485
H 2.725 1.923 -3.616
H -0.299 2.126 -3.435
H 0.955 3.303 -3.919
H 0.169 3.687 -1.693
H 1.800 3.179 -1.536
H 3.737 0.826 -2.386
H 3.582 -0.839 -2.850
H 4.527 -0.449 -0.532
H 3.061 -1.445 -0.500
H 3.153 1.397 0.032
H 2.938 0.231 1.193
C 6.147 4.641 -1.207
N 5.028 5.397 -0.806
C 5.323 6.784 -0.483
C 3.840 4.826 -0.611
O 3.618 3.676 -0.943
C 2.743 5.635 0.109
O 1.839 4.715 0.623
C 2.180 4.221 1.855
C 1.192 3.134 2.318
O 0.467 2.609 1.455
N 1.296 2.686 3.589
C 2.141 3.296 4.619
C 0.326 1.749 4.171
H 6.575 5.050 -2.092
H 5.792 3.652 -1.477
H 6.883 4.640 -0.363
H 4.460 7.417 -0.502
H 5.963 7.137 -1.232
H 5.841 6.899 0.454
H 2.129 6.130 -0.594
H 3.058 6.422 0.757
H 2.198 4.999 2.643
H 3.209 3.773 1.887
H 2.663 2.453 5.138
H 1.558 3.953 5.254
H 2.836 3.915 4.118
H -0.533 1.541 3.577
H 0.014 2.265 5.069
H 0.843 0.827 4.369
C -3.654 -3.752 -2.588
C -2.790 -4.436 -1.584
C -1.710 -5.284 -2.240
C -3.502 -5.220 -0.472
O -2.026 -3.336 -0.984
Si -2.001 -2.608 0.443
O -1.814 -0.962 0.156
O -0.782 -3.160 1.356
C 0.514 -3.676 1.060
C 1.044 -3.058 -0.249
C 0.409 -5.208 0.955
C 1.583 -3.240 2.091
O -3.426 -2.656 1.202
C -3.709 -2.537 2.620
C -2.889 -1.461 3.278
C -3.534 -3.898 3.271
C -5.188 -2.114 2.613
H -3.874 -4.380 -3.503
H -3.161 -2.870 -2.985
H -4.605 -3.467 -2.243
H -2.220 -6.127 -2.736
H -0.995 -5.634 -1.468
H -1.224 -4.695 -3.021
H -3.872 -6.206 -0.862
H -4.330 -4.651 -0.101
H -2.816 -5.467 0.376
H 0.213 -3.137 -0.988
H 1.952 -3.551 -0.622
H 1.341 -2.006 -0.093
H -0.372 -5.419 0.313
H 0.234 -5.734 1.904
H 1.385 -5.496 0.503
H 1.675 -2.148 2.062
H 2.553 -3.529 1.734
H 1.511 -3.608 3.108
H -1.844 -1.578 3.063
H -3.049 -1.419 4.379
H -3.200 -0.432 3.046
H -2.483 -4.232 3.049
H -4.243 -4.599 2.832
H -3.742 -3.823 4.340
H -5.301 -1.063 2.215
H -5.681 -2.224 3.534
H -5.704 -2.754 1.882
N -3.974 0.214 -1.043
C -3.941 1.657 -1.287
C -3.457 2.359 -0.014
N -2.299 1.631 0.530
H -2.718 -0.657 -0.220
H -4.092 -0.278 -1.915
H -4.766 -0.026 -0.432
H -4.952 2.011 -1.537
H -3.264 1.876 -2.136
H -4.299 2.276 0.676
H -3.231 3.424 -0.108
H -2.619 0.879 1.148
H -1.889 2.286 1.209